Below is C31H47GdNO2P2S2 as an isolated structure at a distorted geometry, with properties calculated with ωB97M-V/def2-TZVPD.

Last column: Mulliken spin population.
Atoms and positions in Å:
Gd1 -0.31 -1.41 0.66  7.94
C1 -1.47 1.31 1.59  -0.14
C2 -2.56 0.85 0.79  -0.26
C3 -2.14 -0.77 2.38  0.06
C4 -1.31 0.37 2.65  -0.28
C5 -2.95 -0.43 1.25  0.07
C6 -0.70 2.53 1.30  -0.01
H1 -0.24 2.48 0.30  -0.01
H2 0.17 2.58 2.03  0.01
H3 -1.31 3.45 1.37  0.00
C7 -0.64 0.55 3.95  -0.01
H4 -0.29 1.57 4.10  0.01
H5 0.24 -0.11 4.05  -0.02
H6 -1.32 0.29 4.79  -0.02
C8 -2.07 -2.04 3.13  -0.20
H7 -2.07 -1.85 4.22  0.00
H8 -1.11 -2.58 2.94  0.05
H9 -2.88 -2.73 2.90  -0.01
C9 -4.05 -1.23 0.67  -0.01
H10 -4.91 -0.63 0.35  -0.01
H11 -4.38 -2.06 1.31  0.00
H12 -3.69 -1.67 -0.27  0.00
C10 -3.28 1.64 -0.23  -0.01
H13 -4.29 1.92 0.11  -0.01
H14 -3.42 1.05 -1.16  -0.02
H15 -2.73 2.57 -0.48  0.00
C11 1.49 2.38 -2.05  0.01
C12 0.89 3.54 -2.35  0.00
C13 -0.44 3.61 -3.03  0.00
C14 -0.41 3.05 -4.49  0.00
C15 -1.03 1.71 -4.69  0.00
C16 -1.15 0.74 -3.77  0.00
C17 -0.52 0.76 -2.39  -0.08
C18 1.00 1.01 -2.41  0.01
H16 -0.70 4.67 -3.12  0.00
H17 0.62 3.04 -4.87  0.00
H18 -1.29 3.16 -2.49  0.00
H19 1.42 0.66 -3.38  0.00
H20 2.41 2.40 -1.45  0.00
H21 1.30 4.50 -2.04  0.00
H22 1.48 0.34 -1.66  0.00
H23 -1.04 1.40 -1.66  -0.05
H24 -1.73 -0.17 -3.99  0.00
H25 -0.70 -0.27 -2.00  0.03
H26 -0.96 3.76 -5.14  0.00
H27 -1.40 1.50 -5.69  0.00
P1 0.85 -2.41 -2.09  0.02
P2 -1.55 -3.49 -0.43  0.03
C19 0.17 -4.14 -2.52  0.00
C20 -0.51 -4.76 -1.32  0.01
H28 1.01 -4.77 -2.87  0.00
H29 -0.52 -3.99 -3.37  0.00
H30 -1.21 -5.55 -1.62  0.00
H31 0.20 -5.15 -0.58  0.00
C21 -2.56 -4.62 0.60  -0.02
H32 -3.39 -4.10 1.08  0.00
H33 -1.91 -5.09 1.36  0.00
H34 -2.93 -5.39 -0.10  0.00
C22 -2.72 -3.20 -1.85  0.01
H35 -2.65 -4.08 -2.50  0.00
H36 -2.45 -2.30 -2.43  0.00
H37 -3.74 -3.10 -1.47  0.01
C23 2.61 -2.92 -1.86  -0.01
H38 3.02 -2.33 -1.03  0.01
H39 3.18 -2.71 -2.78  0.00
H40 2.65 -4.00 -1.63  0.00
C24 1.01 -1.93 -3.88  0.00
H41 0.77 -2.78 -4.52  0.00
H42 2.04 -1.61 -4.11  0.00
H43 0.31 -1.12 -4.15  0.00
O1 1.18 3.32 5.20  0.00
S1 1.91 3.51 3.96  0.00
O2 1.89 4.79 3.32  0.00
N1 1.53 2.29 2.87  0.00
C25 2.44 1.33 2.69  0.01
S2 2.09 -0.09 1.78  -0.10
C26 3.70 1.68 3.38  0.00
C27 4.97 1.09 3.40  0.00
C28 6.03 1.71 4.08  0.00
C29 5.83 2.90 4.80  0.00
C30 4.56 3.48 4.83  0.00
C31 3.54 2.87 4.11  0.00
H44 5.12 0.16 2.86  0.00
H45 7.03 1.27 4.06  0.00
H46 6.65 3.38 5.33  0.00
H47 4.34 4.40 5.39  0.00

As for the HOMO-LUMO gap (alpha / beta): 5.300 / 7.514 eV. The energy above the lowest of the compared OMol25 structures with the same formula, charge and spin comes out at 0.0 kJ/mol. As for the charge: +1. Its spin multiplicity is 8. As for the HOMO energy (alpha / beta): -10.3090 / -10.8893 eV. The expectation value of S² is 16.576. The total energy is -3659.0600 Ha.

Below is C33H32N5ORuS as an isolated structure at a distorted geometry, with properties calculated with ωB97M-V/def2-TZVPD.

Last column: Mulliken spin population.
Atoms and positions in Å:
Ru1 -0.40 -0.26 -0.43  0.03
C1 0.73 0.57 2.66  -0.03
C2 -0.48 1.49 2.53  0.01
C3 -0.69 2.32 1.23  0.05
C4 -1.54 3.51 1.62  -0.01
C5 -2.63 3.88 0.92  0.02
C6 -3.07 3.09 -0.16  0.01
C7 -2.39 1.91 -0.43  0.01
N1 -1.32 1.51 0.21  0.01
N2 0.76 -0.57 1.75  -0.01
C8 0.14 -1.77 2.31  0.00
C9 -1.36 -1.75 2.15  0.00
C10 -2.21 -2.19 3.16  0.00
C11 -3.58 -2.22 2.92  0.00
C12 -4.05 -1.80 1.69  0.00
C13 -3.14 -1.36 0.74  0.00
N3 -1.82 -1.35 0.96  0.02
C14 2.07 -0.80 1.11  0.03
C15 1.96 -0.47 -0.37  -0.01
C16 2.67 -1.20 -1.33  0.00
C17 2.71 -0.79 -2.65  0.01
C18 1.97 0.35 -3.01  0.00
C19 1.36 1.11 -2.06  0.02
N4 1.41 0.79 -0.70  0.02
H1 0.74 0.21 3.70  0.01
H2 1.63 1.17 2.53  0.01
H3 -0.41 2.20 3.36  0.01
H4 -1.40 0.92 2.68  0.00
H5 -1.23 4.05 2.49  0.00
H6 -3.20 4.75 1.21  0.00
H7 -3.93 3.37 -0.75  0.00
H8 -2.74 1.25 -1.22  0.00
H9 0.41 -1.90 3.36  0.00
H10 0.50 -2.64 1.76  0.00
H11 -1.81 -2.51 4.10  0.00
H12 -4.26 -2.58 3.68  0.00
H13 -5.10 -1.81 1.46  0.00
H14 -3.46 -1.01 -0.23  0.00
H15 2.36 -1.85 1.21  0.00
H16 2.84 -0.21 1.61  0.01
H17 3.19 -2.09 -1.02  0.00
H18 3.31 -1.31 -3.37  0.00
H19 1.93 0.67 -4.04  0.00
H20 0.89 2.06 -2.30  0.00
N5 3.46 6.14 2.99  -0.03
C20 3.04 5.23 2.43  0.02
C21 2.56 4.10 1.71  -0.04
C22 3.49 3.13 1.28  0.31
C23 3.04 2.08 0.49  -0.07
C24 1.71 1.90 0.18  0.33
C25 0.66 2.90 0.58  -0.01
C26 1.24 4.00 1.40  0.22
H21 4.54 3.24 1.50  0.01
H22 3.77 1.38 0.10  0.00
H23 0.27 3.37 -0.35  0.04
H24 0.57 4.81 1.67  0.01
C27 -2.49 -2.03 -4.34  0.00
S1 -1.03 -1.05 -3.83  0.00
O1 -1.45 -0.25 -2.63  0.00
C28 -0.12 -2.41 -3.04  0.00
C29 0.96 -3.02 -3.66  0.00
C30 1.68 -3.99 -2.97  0.00
C31 1.31 -4.34 -1.68  0.00
C32 0.21 -3.75 -1.08  0.00
C33 -0.50 -2.76 -1.75  0.00
H25 -2.87 -2.63 -3.52  0.00
H26 -2.19 -2.66 -5.16  0.00
H27 -3.25 -1.33 -4.67  0.00
H28 1.22 -2.76 -4.67  0.00
H29 2.52 -4.46 -3.44  0.00
H30 1.86 -5.10 -1.15  0.00
H31 -0.13 -4.09 -0.11  0.00
H32 -1.45 -2.39 -1.35  0.00

As for the HOMO-LUMO gap (alpha / beta): 3.891 / 3.990 eV. The energy above the lowest of the compared OMol25 structures with the same formula, charge and spin comes out at 520.5 kJ/mol. As for the charge: +2. Its spin multiplicity is 2. As for the HOMO energy (alpha / beta): -11.5018 / -11.5814 eV. The expectation value of S² is 0.820. The total energy is -2118.0841 Ha.

Below is C27H43BrHgN2P2 as an isolated structure at a distorted geometry, with properties calculated with ωB97M-V/def2-TZVPD.

Last column: Löwdin charge in e.
Atoms and positions in Å:
N1 1.03 3.88 4.93  0.08
C1 0.11 3.02 5.37  -0.11
C2 0.36 1.64 5.46  0.01
C3 1.62 1.17 5.01  -0.20
C4 2.62 2.11 4.65  0.01
C5 2.26 3.46 4.62  -0.12
C6 1.84 -0.23 4.77  0.03
Hg1 1.15 -1.33 -1.32  0.76
P1 -0.71 -2.25 -3.53  0.94
C7 2.98 -0.69 4.14  0.03
C8 2.87 -1.58 3.03  -0.19
C9 3.83 -1.50 1.97  0.02
C10 3.37 -1.73 0.68  -0.10
C11 1.98 -1.85 0.52  -0.33
C12 1.22 -2.48 1.51  -0.10
C13 1.64 -2.27 2.81  0.00
Br1 1.92 -3.56 -2.66  0.17
H1 1.04 -0.93 5.05  0.14
H2 3.96 -0.24 4.31  0.14
H3 -0.44 0.97 5.76  0.12
H4 3.61 1.82 4.31  0.11
H5 -0.86 3.45 5.64  0.12
H6 2.98 4.23 4.32  0.12
H7 4.84 -1.17 2.17  0.14
H8 1.01 -2.54 3.66  0.13
H9 4.05 -1.78 -0.16  0.11
H10 0.32 -3.05 1.28  0.12
P2 1.08 1.37 -1.03  0.89
C14 -1.58 -3.75 -2.81  -0.40
C15 -1.89 -4.93 -3.70  -0.14
H11 -2.50 -3.34 -2.36  0.09
H12 -0.98 -4.07 -1.97  0.04
H13 -2.61 -5.58 -3.19  0.09
H14 -2.32 -4.67 -4.67  0.07
H15 -0.99 -5.53 -3.88  0.07
C16 0.34 -2.39 -5.07  -0.46
C17 0.17 -3.56 -6.03  -0.13
H16 1.38 -2.45 -4.66  -0.05
H17 0.32 -1.42 -5.60  0.09
H18 1.13 -3.68 -6.55  0.09
H19 -0.06 -4.50 -5.52  0.05
H20 -0.60 -3.36 -6.78  0.07
C18 -2.09 -1.19 -4.16  -0.41
C19 -2.99 -1.87 -5.19  -0.11
H21 -1.63 -0.28 -4.56  0.07
H22 -2.65 -0.88 -3.25  0.08
H23 -3.56 -1.10 -5.72  0.09
H24 -2.42 -2.43 -5.93  0.06
H25 -3.72 -2.54 -4.71  0.08
C20 -0.31 2.44 -1.62  -0.39
C21 -0.89 2.06 -2.98  -0.14
H26 0.06 3.47 -1.60  0.09
H27 -1.08 2.36 -0.84  0.07
H28 -1.56 2.86 -3.32  0.09
H29 -0.10 1.93 -3.74  0.07
H30 -1.48 1.14 -2.92  0.04
C22 2.45 1.84 -2.17  -0.41
C23 3.78 1.12 -1.88  -0.15
H31 2.57 2.94 -2.10  0.10
H32 2.11 1.62 -3.20  0.08
H33 4.50 1.33 -2.68  0.09
H34 4.21 1.45 -0.93  0.07
H35 3.64 0.03 -1.83  0.03
C24 1.63 2.19 0.55  -0.37
C25 0.71 3.23 1.19  -0.12
H36 2.62 2.63 0.35  0.08
H37 1.80 1.35 1.25  0.06
H38 1.21 3.67 2.06  0.06
H39 0.46 4.04 0.50  0.08
H40 -0.22 2.77 1.55  0.05
C26 -2.32 0.93 2.60  -0.04
C27 -1.44 0.43 1.56  -0.23
N2 -0.75 0.03 0.71  0.12
H41 -3.12 1.54 2.15  0.11
H42 -1.76 1.55 3.32  0.07
H43 -2.79 0.09 3.14  0.10

As for the HOMO-LUMO gap (alpha / beta): 5.237 / 5.319 eV. The energy above the lowest of the compared OMol25 structures with the same formula, charge and spin comes out at 514.0 kJ/mol. As for the charge: +2. As for the HOMO energy (alpha / beta): -13.5660 / -13.4714 eV. The total energy is -4573.5733 Ha.

Below is C2H4I2NO3 as an isolated structure at a distorted geometry, with properties calculated with ωB97M-V/def2-TZVPD.

Last column: Löwdin charge in e.
Atoms and positions in Å:
C1 2.00 -0.12 -0.76  -0.78
C2 0.63 -0.70 -0.62  -0.73
N1 -0.07 0.00 0.73  0.18
O1 2.44 0.10 -1.84  0.10
O2 -0.10 -0.63 -1.75  -0.01
O3 2.63 -0.06 0.37  -0.53
I1 0.81 -2.85 0.03  0.94
I2 4.62 0.61 0.24  1.09
H1 0.37 -0.28 1.64  0.14
H2 -1.13 -0.30 0.78  0.22
H3 0.18 1.02 0.56  0.19
H4 0.56 -0.62 -2.52  0.18

As for the HOMO-LUMO gap: 8.396 eV. The energy above the lowest of the compared OMol25 structures with the same formula, charge and spin comes out at 141.2 kJ/mol. As for the charge: +1. As for the HOMO energy: -13.8798 eV. The total energy is -954.1594 Ha.